No. 1
Density functional theory data (ωB97M-V/def2-TZVPD) for a 2-piece molecular cluster, C4H6N3 overall at a distorted geometry.

The geometry in XYZ format:
```
13
Properties=species:S:1:pos:R:3:forces:R:3:lowdin_charge:R:1
C 2.024966 0.375775 -1.029730 0.70 -2.97 2.23 -0.0491
C 0.423631 -0.871265 2.027862 3.00 -0.78 6.52 0.0810
C -2.733428 0.118396 -0.147598 -2.37 0.03 0.92 0.1101
C -0.415533 0.380411 -0.509090 4.62 0.53 -2.55 -0.1753
N 0.671473 0.586180 -0.984522 -5.00 0.13 0.95 0.1412
N 0.050669 -0.914097 0.989871 -2.39 -0.61 -4.41 0.1261
N -1.654961 0.641193 -0.483282 -0.50 1.01 -0.30 0.1022
H 2.479147 1.173191 -0.575790 1.39 2.44 0.42 0.0826
H 2.377128 -0.471841 -0.389029 -0.75 0.17 -0.28 0.1143
H 0.915684 -1.043253 3.002867 -0.70 0.51 -0.88 0.1247
H 2.371021 0.124729 -1.968649 0.61 0.11 -2.22 0.0878
H -2.856768 -0.879827 0.329021 0.31 0.58 -0.39 0.1194
H -3.653028 0.780411 -0.261930 1.09 -1.14 0.00 0.1352
```
Forces are in eV/Å.

## Properties
Charge   +1
Energy above the lowest of the compared OMol25 structures with the same formula, charge and spin   83.2 kcal per mole
HOMO energy   -0.5465 Ha
Strongest force on any atom   7.22 eV/A
Orbital gap   9.6 eV

No. 2
Density functional theory data (ωB97M-V/def2-TZVPD) for a 2-piece molecular cluster, C4H6N3 overall at a distorted geometry.

The geometry in XYZ format:
```
13
Properties=species:S:1:pos:R:3:forces:R:3:lowdin_charge:R:1
C -2.504091 0.243189 -0.986789 1.67 1.69 1.44 -0.0283
C -1.824782 1.422283 -0.499299 -0.18 -0.11 -1.30 -0.0245
C -0.924230 -1.085845 -0.045153 0.62 0.45 1.11 -0.1344
C 2.094266 -0.326384 0.429758 -1.89 2.27 -0.61 0.3200
N -2.077452 -0.927044 -0.623957 -1.14 -1.41 -1.04 0.1327
N -0.173521 -0.001735 0.098922 3.52 -0.03 0.33 0.0120
N -0.570431 1.237265 -0.128927 -0.35 -0.62 0.77 0.0877
H -3.212892 0.326767 -1.748345 -1.60 -0.03 -0.71 0.1124
H -2.193647 2.484527 -0.635278 0.54 -1.52 0.27 0.1514
H -0.561446 -2.073609 0.346491 -0.45 1.13 -0.57 0.1575
H 2.331947 0.701606 0.904458 -0.67 -2.23 -0.17 0.1048
H 1.978681 -1.313537 0.887125 0.16 0.70 0.28 0.0565
H 2.365956 -0.300324 -0.627535 -0.25 -0.30 0.17 0.0523
```
Forces are in eV/Å.

## Properties
Charge   +1
Energy above the lowest of the compared OMol25 structures with the same formula, charge and spin   97.9 kcal per mole
HOMO energy   -0.5322 Ha
Strongest force on any atom   3.53 eV/A
Orbital gap   8.4 eV

No. 3
Density functional theory data (ωB97M-V/def2-TZVPD) for an isolated ion of composition C4H6N3O and charge +1 at a distorted geometry.

The geometry in XYZ format:
```
14
Properties=species:S:1:pos:R:3:forces:R:3:lowdin_charge:R:1
C 1.851642 -0.899876 0.352636 -0.60 -2.61 1.49 -0.0574
C 2.117586 0.427806 0.004136 -1.55 3.71 -1.16 -0.0097
C -0.494182 1.030046 -0.106886 1.13 1.12 1.02 -0.1567
C -0.406198 -1.440700 -0.275878 -4.12 -1.41 -2.84 -0.2519
N 0.781972 -1.657374 0.259297 5.00 1.30 1.11 0.1129
N -1.090562 -0.127226 -0.283263 -1.01 -1.45 -0.67 0.0027
N -1.287010 2.078750 0.185373 0.89 -0.91 -0.35 0.1121
O 2.534766 1.452488 -0.274778 0.11 -2.16 0.55 0.3151
H 2.750370 -1.292404 0.904776 -0.87 -0.05 -0.69 0.1670
H -0.220358 -1.990908 -1.345988 -0.39 1.49 1.61 0.2272
H -1.161102 -2.240598 0.091751 1.05 1.45 -0.10 0.1733
H -2.121756 -0.226699 -0.441568 1.05 0.13 0.38 0.1679
H -1.028194 2.998113 0.519058 0.82 -0.39 -0.45 0.1143
H -2.226974 1.888581 0.411340 -1.49 -0.22 0.10 0.0832
```
Forces are in eV/Å.

## Properties
Charge   +1
Energy above the lowest of the compared OMol25 structures with the same formula, charge and spin   77.5 kcal per mole
HOMO energy (alpha / beta)   -0.4912 / -0.4912 Ha
Strongest force on any atom   5.28 eV/A
Orbital gap (alpha / beta)   7.0 / 7.0 eV

No. 4
Density functional theory data (ωB97M-V/def2-TZVPD) for an isolated ion of composition C4H6N3O and charge +1 at a distorted geometry.

The geometry in XYZ format:
```
14
Properties=species:S:1:pos:R:3:forces:R:3:lowdin_charge:R:1
C -0.433441 0.979513 0.556082 -3.18 0.33 0.67 0.1894
N -1.230079 -0.048367 0.443556 -1.00 1.06 0.55 0.0976
C -0.885416 -1.044755 -0.545172 0.45 -1.91 -1.64 -0.1469
N -0.251981 -0.496696 -1.686622 -0.49 1.24 0.30 0.1182
C 0.941502 -0.178073 -1.327234 -0.89 -2.76 -0.26 -0.1105
C 1.345698 -0.746922 -0.072298 2.37 0.56 -0.58 -0.0567
N 0.439044 -1.515025 0.409322 -2.74 -0.82 -0.59 -0.1650
O 0.171984 -2.142647 1.407973 0.84 -0.22 0.20 0.1033
H -0.570335 1.516821 1.468442 0.24 0.39 0.61 0.1311
H -0.017909 1.523977 -0.280766 0.50 -0.63 -0.06 0.1308
H -1.921890 -0.328791 1.194058 1.41 0.41 -0.83 0.2188
H -1.664955 -1.864414 -0.872904 1.53 1.60 1.52 0.2162
H 1.704134 0.181330 -1.948611 0.56 1.06 -1.17 0.1276
H 2.390251 -0.661560 0.118811 0.39 -0.30 1.28 0.1462
```
Forces are in eV/Å.

## Properties
Charge   +1
Energy above the lowest of the compared OMol25 structures with the same formula, charge and spin   112.9 kcal per mole
HOMO energy (alpha / beta)   -0.5251 / -0.5249 Ha
Strongest force on any atom   3.26 eV/A
Structure (SMILES)   C=[NH+][C@H]1N=CC=[N+]1[O-]
Orbital gap (alpha / beta)   7.8 / 7.8 eV

No. 5
Density functional theory data (ωB97M-V/def2-TZVPD) for an isolated ion of composition C4H6N3O2 and charge +1 at a distorted geometry.

The geometry in XYZ format:
```
15
Properties=species:S:1:pos:R:3:forces:R:3:lowdin_charge:R:1
C 2.269021 0.786491 -0.038386 0.55 -3.68 2.15 0.0619
C 0.944796 0.114235 0.072503 -1.89 0.69 -1.71 -0.2353
N 0.705639 -1.187156 -0.077577 -1.17 -1.11 1.44 0.1674
C -0.675591 -1.411025 -0.009688 -0.93 0.44 0.83 0.0614
C -1.355431 -0.247142 0.083963 4.39 2.32 -1.40 -0.0431
N -2.718964 0.226025 0.036039 0.10 -0.37 -0.25 -0.3793
O -3.574664 -0.579256 -0.118148 -0.84 -1.92 -0.02 0.1682
O -2.885898 1.402468 0.097354 0.57 1.91 0.28 0.1477
N -0.270059 0.744515 -0.039672 0.85 -3.79 1.61 0.2297
H 2.716105 0.995547 0.968000 -0.43 -0.26 -0.80 0.1316
H 2.920600 0.041333 -0.582953 -0.40 1.50 0.25 0.1335
H 2.000539 1.664698 -0.466657 0.34 2.83 -1.84 0.0563
H 1.387882 -1.954492 0.034344 -0.49 0.78 -0.14 0.2079
H -1.187492 -2.298262 0.239724 0.19 -1.45 -0.40 0.1436
H -0.276486 1.702027 -0.198853 -0.83 2.12 -0.01 0.1485
```
Forces are in eV/Å.

## Properties
Charge   +1
Energy above the lowest of the compared OMol25 structures with the same formula, charge and spin   107.9 kcal per mole
HOMO energy   -0.5649 Ha
Strongest force on any atom   5.16 eV/A
Structure (SMILES)   Cc1[nH]cc([N+](=O)[O-])[nH+]1
Orbital gap   10.5 eV

No. 6
Density functional theory data (ωB97M-V/def2-TZVPD) for a 2-piece molecular cluster, C4H6N3O2P overall at a distorted geometry.

The geometry in XYZ format:
```
16
Properties=species:S:1:pos:R:3:forces:R:3:lowdin_charge:R:1
C 2.643664 -0.913098 -1.153650 -0.11 0.01 -2.06 -0.4934
C 1.430020 2.228477 -0.134878 0.37 -0.31 -3.32 -0.6676
C -1.931260 -0.720492 1.199596 0.00 1.09 0.00 -0.1242
C -1.448217 -0.145739 -0.178953 0.02 0.96 3.40 -0.2486
N 2.897128 -1.106271 -2.237746 0.81 -0.53 -2.81 0.1879
N 1.397122 2.182636 -1.310198 -0.48 0.38 0.27 0.0836
N 0.003862 -0.304050 -0.343103 -2.59 0.27 -0.33 -0.2086
O 2.323304 -0.765829 0.010005 -0.73 1.01 6.13 -0.1834
O 1.535436 2.033935 1.052205 -0.37 -1.66 2.78 -0.0969
P 0.970524 -0.350975 0.904240 1.81 0.61 -0.73 1.2108
H -2.991058 -0.880283 1.074351 -0.52 0.37 0.40 0.0652
H -1.583733 -1.712271 1.453525 0.60 -0.26 -0.18 0.0544
H -1.716277 -0.023024 2.095470 -0.42 -0.99 -1.56 0.1036
H -1.994207 -0.468530 -1.013413 -0.36 -1.30 -1.13 0.1008
H -1.710247 0.917482 -0.147724 0.38 0.10 0.00 0.1223
H 0.173940 0.028032 -1.269734 1.57 0.25 -0.86 0.0941
```
Forces are in eV/Å.

## Properties
Energy above the lowest of the compared OMol25 structures with the same formula, charge and spin   67.9 kcal per mole
HOMO energy   -0.3464 Ha
Strongest force on any atom   6.25 eV/A
Orbital gap   7.9 eV

No. 7
Density functional theory data (ωB97M-V/def2-TZVPD) for a 2-piece molecular cluster, C4H6N4 overall at a distorted geometry.

The geometry in XYZ format:
```
14
Properties=species:S:1:pos:R:3:forces:R:3:lowdin_charge:R:1
H 3.413043 1.489345 1.090818 -0.20 0.17 -0.32 0.0616
N 3.028830 0.565352 0.915831 0.22 -0.47 0.46 0.1231
C 2.260039 0.478363 -0.075154 0.11 1.35 -0.29 -0.2547
C 1.661470 -0.766257 -0.420315 -0.27 -0.83 -0.05 -0.2110
N 1.159144 -1.744408 -0.742289 -0.10 -0.23 -0.09 0.1722
H 1.963073 1.289389 -0.754957 0.14 -0.02 0.26 0.1130
N -1.157441 1.726390 -0.808642 0.56 0.50 -0.53 0.1159
C -1.486398 0.737384 -0.168943 -0.15 -0.01 0.24 -0.2147
C -1.641721 -0.336665 0.551400 0.01 -0.24 0.54 -0.2431
N -2.133424 -1.585748 0.125370 -0.19 -0.18 -0.19 0.0177
H -1.859140 2.437897 -1.008342 -0.19 -0.21 0.16 0.0608
H -1.462646 -0.256127 1.617521 -0.02 0.16 -0.05 0.1121
H -2.106007 -1.676986 -0.880867 0.06 -0.17 0.04 0.0749
H -1.638819 -2.357927 0.558570 0.03 0.18 -0.19 0.0721
```
Forces are in eV/Å.

## Properties
Energy above the lowest of the compared OMol25 structures with the same formula, charge and spin   72.4 kcal per mole
HOMO energy   -0.2875 Ha
Strongest force on any atom   1.38 eV/A
Structure (SMILES)   [H]/N=C/C#N.N=C=CN
Orbital gap   7.9 eV

No. 8
Density functional theory data (ωB97M-V/def2-TZVPD) for a single C4H6N4 molecule at a distorted geometry.

The geometry in XYZ format:
```
14
Properties=species:S:1:pos:R:3:forces:R:3:lowdin_charge:R:1
N -0.711010 -1.816164 -1.419560 -0.08 -0.38 2.49 -0.0856
N -2.002235 -1.122095 -0.948537 4.56 0.50 1.27 -0.0010
C -1.595099 -0.138060 -0.187316 -2.53 1.03 2.20 -0.1694
C -0.263081 0.493815 0.199529 0.66 0.69 1.47 -0.2796
C 0.843547 0.395165 -0.637864 1.40 -1.86 0.66 -0.1080
C 1.965896 0.681751 0.166490 1.46 -0.40 0.67 -0.0728
N 1.459448 1.067563 1.469448 -0.59 -0.71 -4.78 -0.0398
N 0.112646 1.087451 1.441014 -1.08 -2.47 -1.30 0.0488
H -0.071571 -1.993515 -0.460427 -2.37 0.21 -3.38 0.1509
H -1.008148 -2.722136 -1.812464 0.15 0.60 0.58 0.0542
H -2.422938 0.243762 0.504114 0.79 -0.11 -1.43 0.1156
H 0.684095 -0.305756 -1.514816 1.06 1.68 0.69 0.0984
H 3.140853 0.478380 -0.094181 -3.34 0.84 1.03 0.1505
H 1.958200 1.185957 2.336176 -0.09 0.38 -0.16 0.1378
```
Forces are in eV/Å.

## Properties
Energy above the lowest of the compared OMol25 structures with the same formula, charge and spin   103.5 kcal per mole
HOMO energy   -0.3200 Ha
Strongest force on any atom   4.87 eV/A
Structure (SMILES)   N/N=C\c1cc[nH]n1
Orbital gap   9.2 eV

No. 9
Density functional theory data (ωB97M-V/def2-TZVPD) for a single C4H6N4 molecule at a distorted geometry.

The geometry in XYZ format:
```
14
Properties=species:S:1:pos:R:3:forces:R:3:lowdin_charge:R:1
C 2.367878 -0.739316 -0.005814 -1.23 -5.58 2.40 -0.2395
N 2.801928 0.412304 -0.121575 -1.83 5.21 -0.63 0.0915
N 1.473499 1.174371 -0.168181 3.87 1.29 0.11 0.1104
C 0.531997 0.289116 0.050012 -3.74 2.58 -1.92 -0.4949
N -0.858282 0.605640 -0.237447 2.15 1.85 2.32 -0.0802
C -1.702793 -0.313375 -0.822035 -2.35 -3.52 1.09 -0.1546
C -1.879780 0.134957 0.689470 -1.86 0.98 0.72 -0.1303
N 0.930104 -0.861224 0.180053 3.88 -5.62 -0.08 0.1387
H 3.137507 -1.660818 0.164336 -2.27 2.36 -0.72 0.1575
H 1.416265 2.186235 0.007549 0.30 -0.93 -0.39 0.1542
H -1.414994 -1.440249 -0.874419 -0.10 2.09 0.18 0.1277
H -2.457333 -0.093463 -1.600455 0.83 0.66 0.45 0.0984
H -1.765671 -0.642535 1.478027 0.96 0.26 -1.12 0.0899
H -2.580331 0.948361 1.260483 1.41 -1.64 -2.42 0.1313
```
Forces are in eV/Å.

## Properties
Energy above the lowest of the compared OMol25 structures with the same formula, charge and spin   92.0 kcal per mole
HOMO energy   -0.3614 Ha
Strongest force on any atom   6.82 eV/A
Structure (SMILES)   c1n[nH]c(N2CC2)n1
Orbital gap   10.9 eV

No. 10
Density functional theory data (ωB97M-V/def2-TZVPD) for a single C4H6N4 molecule at a distorted geometry.

The geometry in XYZ format:
```
14
Properties=species:S:1:pos:R:3:forces:R:3:lowdin_charge:R:1
C 2.731009 -0.352302 0.103351 1.08 1.15 -1.02 -0.0917
C 1.334966 0.097266 -0.141955 -0.94 -1.26 -0.50 -0.1977
N 0.449869 -0.834106 0.012753 0.02 2.03 -0.37 0.1058
N -0.878280 -0.418745 -0.104732 -1.96 1.40 -0.62 -0.1825
C -1.561265 0.818077 -0.053652 -0.51 -2.03 0.31 -0.0326
C -2.910265 0.430598 0.057647 2.25 -0.15 0.56 -0.1238
N -2.968987 -0.971304 0.046394 -0.24 2.56 -0.70 -0.0045
N -1.790553 -1.380299 -0.139739 1.54 -2.59 0.86 -0.0243
H 3.430985 -0.041923 -0.770818 -1.16 -0.64 1.42 0.1068
H 3.084018 0.207496 0.995363 0.11 -0.63 -0.36 0.0811
H 2.698151 -1.442468 0.238994 0.36 0.50 0.12 0.0789
H 1.108417 1.124044 -0.506276 0.08 -0.67 0.51 0.1210
H -0.992312 1.727214 -0.115441 -0.38 0.22 0.24 0.0842
H -3.735747 1.036458 0.378106 -0.24 0.09 -0.44 0.0794
```
Forces are in eV/Å.

## Properties
Energy above the lowest of the compared OMol25 structures with the same formula, charge and spin   74.6 kcal per mole
HOMO energy   -0.3526 Ha
Strongest force on any atom   3.13 eV/A
Structure (SMILES)   C/C=N/n1ccnn1
Orbital gap   10.0 eV